Entry 1:
26
Properties=species:S:1:pos:R:3:forces:R:3 method="wB97M-V/def2-TZVPD" gap_ev=7.216 smiles="S=C1NC=[NH+][C@](S)(Nc2ccccc2)N1" molar_mass_g_mol=239.349 total_charge=+1 multiplicity=1 total_energy_ha=-1364.66411 fmax_ev_per_a=4.8 e_above_lowest_ev=0.2178 lumo_energy_ev=-4.6760 homo_energy_ev=-11.89
C 3.12586 1.26666 0.25600 -1.4 1.6 0.8
C 3.30652 -0.10469 -0.06161 0.6 2.8 0.7
C 1.76977 1.78371 0.06257 4.1 -1.6 0.7
C 2.30324 -0.85441 -0.56728 -1.1 0.2 -0.4
C 0.79080 0.98074 -0.39936 -0.4 0.8 -0.3
C 1.06406 -0.29925 -0.73693 -0.9 -1.4 -0.1
C -1.55173 0.01934 1.86565 -0.1 0.3 -3.5
C -2.68923 1.07452 -0.07038 1.5 -1.8 -2.7
C -1.26932 -1.05461 -0.48546 0.7 0.8 0.3
N -2.30248 1.01993 1.25936 2.2 -3.5 2.0
N -2.02587 0.11801 -0.92181 -0.4 -0.3 0.2
N -1.02972 -0.86815 1.04147 -3.5 3.0 -1.3
N 0.00947 -1.15882 -1.12446 -0.7 -1.4 -0.4
S -3.65518 2.19402 -0.65305 -0.7 0.8 -0.1
S -2.18420 -2.60643 -0.80272 -1.4 0.8 1.1
H 3.89560 2.02353 0.77222 -1.6 -2.3 -1.5
H 4.21557 -0.57327 0.12399 1.6 -0.6 0.2
H 1.50841 2.74933 0.32746 -0.1 1.9 0.5
H 2.37503 -1.87331 -0.82865 0.7 -1.1 -0.1
H -0.16641 1.40855 -0.52926 -0.8 0.2 -0.2
H -1.31223 -0.03045 2.94144 -0.4 0.4 -0.7
H -2.59963 1.68043 1.90529 -1.2 1.8 0.7
H -2.15701 0.03429 -1.98353 -0.4 1.0 2.3
H -0.46059 -1.54683 1.33247 2.7 -3.2 2.0
H 0.29610 -2.15144 -1.26964 -0.2 1.5 0.2
H -1.25685 -3.23140 -1.45378 1.0 -0.6 -0.6

---

Entry 2:
25
Properties=species:S:1:pos:R:3:forces:R:3 method="wB97M-V/def2-TZVPD" gap_ev=8.251 smiles=CNc1ncnc2nc(C)c(C)nc12 molar_mass_g_mol=189.222 multiplicity=1 total_energy_ha=-623.35918 fmax_ev_per_a=3.8 e_above_lowest_ev=0.6880 lumo_energy_ev=-0.2175 homo_energy_ev=-8.47
N -1.63577 0.07257 2.46810 0.2 -0.5 -0.1
N -0.62079 2.03616 1.65680 -0.9 2.3 2.9
N 0.62388 2.14985 -0.26407 0.3 0.0 -0.5
N 0.18834 -0.61303 -0.58927 1.0 0.6 -1.4
C -1.32990 1.36099 2.53855 0.2 0.8 -0.4
C 1.09356 1.51442 -1.31265 -0.5 -0.4 0.7
C 0.88778 0.09136 -1.48716 -0.8 -0.6 0.8
C -1.08520 -0.55794 1.44555 -1.1 -3.5 0.6
C -0.08112 1.43392 0.64747 0.1 -1.4 -1.8
C -0.30800 0.06497 0.46056 0.7 0.8 -0.5
N -1.29335 -1.93814 1.33861 -0.4 1.4 1.3
C 1.87520 2.31174 -2.30456 -0.3 -0.2 -0.3
C 1.46180 -0.65425 -2.67269 -1.2 -0.1 0.8
C -1.93488 -2.75119 2.39198 0.6 0.1 0.0
H -1.71544 1.89288 3.41641 0.1 0.0 -0.4
H -0.72678 -2.39722 0.66497 0.3 -0.3 -0.5
H 1.49642 2.11507 -3.32663 0.5 0.1 0.4
H 2.92551 2.00297 -2.20316 -0.2 0.3 -0.4
H 1.73572 3.37207 -2.07420 0.3 -0.2 0.0
H 2.50982 -0.77276 -2.50431 0.8 -0.2 -0.2
H 1.27845 -0.15835 -3.61007 0.1 0.4 -0.3
H 0.95973 -1.62150 -2.72680 0.3 0.0 0.1
H -1.57538 -3.78915 2.33083 -0.1 0.4 -0.2
H -3.01168 -2.75821 2.30164 -0.3 0.1 -0.2
H -1.71792 -2.40722 3.41409 0.2 0.2 -0.5

---

Entry 3:
30
Properties=species:S:1:pos:R:3:forces:R:3 method="wB97M-V/def2-TZVPD" gap_ev="6.327 / 6.333" molar_mass_g_mol=471.561 total_charge=+2 multiplicity=2 total_energy_ha=-1647.88383 s2=0.759 fmax_ev_per_a=0.2 e_above_lowest_ev=0.0000 lumo_energy_ev="-9.0620 / -9.0846" homo_energy_ev="-15.39 / -15.42"
Re 0.46621 -0.37447 -0.73767 -0.1 -0.2 0.0
C -0.93543 -4.27700 3.11895 0.0 0.0 0.0
S -0.71534 -4.36828 1.33145 0.0 0.0 0.0
C -0.53815 -2.73106 0.92466 0.0 0.0 0.1
S -0.29918 -2.45152 -0.85653 0.0 0.1 0.0
N -0.58992 -1.74542 1.75474 0.0 0.0 0.0
N -0.43856 -0.53459 1.10984 0.0 0.0 0.0
C -0.97052 0.51505 1.62319 0.0 0.0 0.0
C -0.97184 1.69737 0.76451 0.0 0.0 0.0
C -1.44285 2.92594 1.15506 0.0 0.0 0.0
C -1.45135 3.97013 0.22620 0.0 0.0 0.0
C -1.00433 3.73763 -1.06051 0.0 0.0 0.0
C -0.55197 2.47075 -1.39421 0.0 0.0 0.0
N -0.52353 1.46649 -0.50824 0.0 0.0 0.0
H -1.04034 -5.30980 3.44416 0.0 0.0 0.0
H -1.83498 -3.71597 3.35592 0.0 0.0 0.0
H -0.05894 -3.82759 3.57747 0.0 0.0 0.0
H -1.45762 0.48483 2.59189 0.0 0.0 0.0
H -1.79904 3.07356 2.16563 0.0 0.0 0.0
H -1.81219 4.94883 0.51405 0.0 0.0 0.0
H -1.00444 4.51674 -1.80926 0.0 0.0 0.0
H -0.20419 2.25251 -2.39435 0.0 0.0 0.0
N 1.28801 -0.38005 -2.82348 0.0 0.1 0.0
N 2.68034 -0.15841 -2.70939 -0.1 0.1 0.0
C 3.26137 -0.27070 -1.47063 0.0 -0.2 0.1
O 4.40273 -0.29694 -1.20664 0.0 0.1 0.0
O 2.26481 -0.32924 -0.45701 0.0 0.1 0.0
H 1.11614 -1.29147 -3.25122 0.0 0.0 0.0
H 0.90487 0.31990 -3.45536 0.0 0.0 0.0
H 3.26022 -0.31721 -3.52320 0.0 0.0 0.0

---

Entry 4:
30
Properties=species:S:1:pos:R:3:forces:R:3 method="wB97M-V/def2-TZVPD" gap_ev="8.096 / 7.496" molar_mass_g_mol=455.493 total_charge=+1 multiplicity=3 total_energy_ha=-1325.28999 s2=2.011 fmax_ev_per_a=0.6 e_above_lowest_ev=0.0000 lumo_energy_ev="-3.4741 / -3.9635" homo_energy_ev="-11.57 / -11.46"
Re -0.08727 -0.59535 0.75337 0.1 0.5 -0.1
O -1.60753 -1.81420 0.22792 -0.2 0.0 0.2
N -1.32459 -2.93286 -0.48381 0.4 -0.2 -0.2
C -2.36463 -3.59476 -1.02201 -0.2 0.1 0.1
C -2.14767 -4.73930 -1.73784 0.0 -0.1 -0.1
C -0.84302 -5.20007 -1.89828 0.1 -0.1 0.0
C 0.20495 -4.49514 -1.34443 -0.1 -0.1 -0.1
C -0.04838 -3.33161 -0.63034 -0.1 0.2 0.1
S 1.19849 -2.33271 0.10268 0.3 -0.2 -0.2
H -3.32782 -3.13986 -0.84300 0.0 0.0 0.0
H -2.98517 -5.26323 -2.17311 0.0 0.0 0.0
H -0.65188 -6.10506 -2.45945 0.0 0.0 0.0
H 1.23025 -4.81870 -1.45473 0.0 0.0 0.0
N 1.47364 0.90946 1.19824 -0.2 -0.1 0.2
N 0.85854 2.18583 1.06819 -0.1 -0.1 0.0
C -0.23850 2.24422 0.15968 0.5 0.3 0.0
O -0.57363 3.30620 -0.27987 -0.2 -0.2 0.0
O -0.77884 1.07072 -0.08104 -0.1 -0.2 -0.1
H 1.79111 0.80403 2.15923 0.0 0.0 0.0
H 2.29539 0.83217 0.60106 -0.1 0.0 0.0
H 1.49325 2.96686 0.96576 0.0 0.0 0.0
N -2.08410 -0.93065 2.95678 -0.1 0.1 0.2
C -2.74410 -0.41321 4.00162 0.0 0.1 -0.1
C -2.28602 0.87689 4.17677 -0.1 -0.1 0.1
C -1.32813 1.06138 3.18379 0.1 0.1 0.1
N -1.20732 -0.04086 2.44593 -0.1 -0.2 -0.1
H -2.22298 -1.81283 2.48978 0.0 0.0 0.0
H -3.48872 -0.98260 4.53272 0.0 0.0 0.0
H -2.60344 1.58752 4.91930 0.0 0.0 0.0
H -0.73172 1.93152 2.95952 0.0 0.0 0.0

---

Entry 5:
22
Properties=species:S:1:pos:R:3:forces:R:3 method="wB97M-V/def2-TZVPD" gap_ev=9.592 smiles=N[C@H]1C[C@H]1Oc1ccccc1 molar_mass_g_mol=149.193 multiplicity=1 total_energy_ha=-479.42407 fmax_ev_per_a=6.4 e_above_lowest_ev=3.2806 lumo_energy_ev=1.0022 homo_energy_ev=-8.59
C -0.54842 0.17270 -2.39834 -1.1 1.0 -1.6
C -1.84829 1.01795 -2.27486 1.2 -1.0 2.1
C -0.63327 1.22710 -1.26066 -3.6 -5.1 -1.2
C 0.08046 0.29470 0.79791 2.6 -1.4 1.6
C -0.21923 0.14037 2.18700 -4.2 1.7 -2.4
C 0.58203 -0.34288 3.13816 1.0 -0.6 1.8
C 1.80626 -0.88940 2.67638 0.7 -0.8 3.2
C 2.15752 -0.64326 1.42816 0.6 0.5 -3.8
C 1.38458 -0.01647 0.41270 -1.3 0.0 1.2
H -0.89774 -1.28897 -0.97838 -0.1 -0.3 -3.0
H -1.62802 -1.56897 -2.51768 -1.4 -0.4 -0.4
H 0.05025 0.49962 -3.33617 -0.6 -1.2 1.8
H -2.03628 1.89356 -2.85317 -0.2 0.2 -0.7
H -2.73443 0.36845 -1.94375 1.4 1.5 -0.2
H -0.08781 2.09753 -1.23155 1.2 1.8 0.1
H -1.32148 0.42946 2.32742 1.8 -0.3 0.6
H 0.26046 -0.21915 4.20133 0.4 -0.7 -1.0
H 2.60858 -1.51604 3.20842 -1.8 1.2 0.0
H 3.08612 -1.05924 1.13229 0.9 -0.2 -0.5
H 1.66653 0.11466 -0.61494 0.5 -0.2 -0.2
N -0.80312 -1.28080 -2.07491 2.8 2.5 3.0
O -0.92472 0.56909 -0.02535 -0.9 1.8 -0.5

---

Entry 6:
24
Properties=species:S:1:pos:R:3:forces:R:3 method="wB97M-V/def2-TZVPD" gap_ev=8.278 molar_mass_g_mol=196.166 total_charge=+1 multiplicity=1 total_energy_ha=-895.90081 fmax_ev_per_a=5.0 e_above_lowest_ev=0.0795 lumo_energy_ev=-4.8553 homo_energy_ev=-13.13
C 0.76905 -2.56061 -0.18824 1.0 -2.0 1.0
C 0.53730 -2.07571 -1.45305 0.2 -1.8 0.0
C 0.45267 -1.82413 0.91499 -0.2 -0.1 -0.4
C -0.09050 -0.89573 -1.69884 0.3 -0.3 0.2
C -0.23365 -0.68460 0.74571 -2.2 2.7 -1.8
C -0.58435 -0.24691 -0.59090 -0.2 1.4 1.8
C -0.78501 0.28941 1.79689 -2.4 -4.0 -1.7
C -1.38204 1.46953 0.96970 -0.7 -0.8 1.9
C -1.21130 1.06096 -0.45368 -0.7 0.7 -0.6
N -1.56423 1.90482 -1.42340 0.2 -1.9 -0.3
O 3.80741 1.10385 0.70990 0.1 -0.5 0.3
O 1.49630 1.19092 -0.14043 -0.9 -2.3 2.1
P 2.54022 0.38947 0.89352 0.3 1.5 -0.8
H 1.25002 -3.55769 0.07928 -0.6 1.3 -1.2
H 0.77636 -2.75134 -2.23226 0.5 -0.1 -1.0
H 0.75131 -2.14543 1.85019 0.4 -0.6 1.9
H 0.01123 -0.58831 -2.71044 -0.8 0.8 -0.7
H -1.63220 -0.50955 2.15959 1.5 2.6 -0.1
H -0.05252 0.35363 2.55160 0.5 1.0 1.1
H -2.45411 1.62004 1.36048 1.4 0.0 -1.2
H -0.82736 2.39748 1.09946 0.0 0.1 0.2
H -2.16474 2.74191 -1.25772 1.0 -1.1 -0.3
H -1.39875 1.50577 -2.37985 -0.6 1.2 1.1
H 1.98891 1.81219 -0.60248 1.8 2.2 -1.5